Density functional theory data (wB97M-V/def2-TZVPD) for a cluster of 2 separate species, C2H3Cl2P in total at a distorted geometry.

CARTESIAN COORDINATES (ANGSTROEM)
C  -0.908  0.144  0.015
C  1.198  -0.921  0.005
P  -0.442  1.798  -0.046
Cl  -2.334  -0.676  -0.130
Cl  2.272  0.367  -0.128
H  0.881  -1.443  -0.841
H  1.087  -1.594  0.798
H  -1.754  2.324  0.328

Values from the calculation:
Calculated total energy = -1339.5007 Eh
ΔE to the lowest compared entry with this formula, charge and spin = 172.0 kJ/mol
Multiplicity = 3
HOMO energy (spin up / spin down) = -6.873 / -9.071 eV

---

Density functional theory data (wB97M-V/def2-TZVPD) for a structure of composition C15H20IrNO3 at a distorted geometry.

CARTESIAN COORDINATES (ANGSTROEM)
Ir  0.121  0.931  0.393
C  1.778  0.396  1.655
C  1.853  -0.493  0.542
C  2.030  0.264  -0.624
H  1.831  -1.596  0.612
C  2.070  1.631  -0.286
C  1.886  1.723  1.145
H  1.837  2.657  1.737
H  1.605  0.107  2.712
H  2.129  -0.162  -1.635
H  2.177  2.487  -0.974
C  -1.816  0.144  1.104
C  -1.591  1.504  1.500
C  -1.513  2.299  0.310
H  -1.465  1.860  2.530
C  -1.704  1.431  -0.813
C  -1.874  0.113  -0.313
H  -2.069  -0.787  -0.925
H  -1.888  -0.727  1.768
H  -1.310  3.381  0.259
H  -1.688  1.731  -1.874
O  0.326  -1.822  -0.922
C  -0.277  -0.639  -4.328
C  0.359  -1.935  -4.125
C  0.528  0.518  -3.974
C  -1.708  -0.639  -4.035
C  0.368  -2.215  -2.170
H  1.444  -2.102  -4.371
H  -0.171  -2.861  -4.491
H  -0.316  -3.078  -2.267
H  1.432  -2.482  -2.228
H  0.492  1.042  -4.966
H  1.588  0.356  -3.669
H  0.177  1.240  -3.203
H  -2.069  -0.530  -5.092
H  -2.137  0.168  -3.409
H  -2.177  -1.553  -3.603
O  -0.487  -4.069  2.078
N  0.099  -3.517  1.243
O  -0.514  -2.333  0.859

Values from the calculation:
Calculated total energy = -967.8765 Eh
Total charge = -1
ΔE to the lowest compared entry with this formula, charge and spin = 130.0 kJ/mol
Multiplicity = 6
HOMO energy (spin up / spin down) = -0.857 / -4.277 eV

---

Density functional theory data (wB97M-V/def2-TZVPD) for the ion CH3N2O2 with charge +1 at a distorted geometry.

CARTESIAN COORDINATES (ANGSTROEM)
N  0.023  -1.135  -0.200
N  0.476  0.143  -0.630
O  1.670  0.077  -0.968
C  -0.206  1.297  0.367
O  -1.127  1.780  -0.195
H  -0.602  -0.804  0.471
H  0.202  -2.179  -0.269
H  -0.436  0.821  1.424

Values from the calculation:
Calculated total energy = -299.3686 Eh
Total charge = +1
ΔE to the lowest compared entry with this formula, charge and spin = 472.6 kJ/mol
HOMO energy (spin up / spin down) = -17.103 / -17.105 eV

---

Density functional theory data (wB97M-V/def2-TZVPD) for an isolated molecule of C3H2N2O at a distorted geometry.

CARTESIAN COORDINATES (ANGSTROEM)
N  -3.639  -0.664  -0.326
C  -2.667  -0.286  0.095
N  -1.427  0.327  0.644
C  -0.111  0.253  0.194
C  -0.903  1.412  0.069
O  -1.145  2.490  -0.281
H  0.002  -0.183  -0.811
H  0.695  0.077  0.901

Values from the calculation:
Calculated total energy = -300.1558 Eh
ΔE to the lowest compared entry with this formula, charge and spin = 198.5 kJ/mol
HOMO energy = -10.691 eV

---

Density functional theory data (wB97M-V/def2-TZVPD) for a structure of composition C53H54AsN7RhSSe.

CARTESIAN COORDINATES (ANGSTROEM)
Rh  -0.312  -0.285  -0.019
C  1.996  -3.462  1.905
C  1.002  -2.422  1.506
N  1.094  -1.715  0.436
N  2.118  -1.997  -0.430
C  2.223  -1.131  -1.406
N  3.238  -1.307  -2.276
S  1.172  0.215  -1.698
C  -0.122  -2.090  2.394
C  -0.310  -2.782  3.582
C  -1.291  -2.367  4.465
C  -2.026  -1.241  4.150
C  -1.800  -0.619  2.932
N  -0.909  -1.048  2.043
H  2.818  -3.487  1.197
H  1.527  -4.445  1.939
H  2.382  -3.242  2.903
H  3.947  -1.990  -2.076
H  3.359  -0.677  -3.049
H  0.313  -3.633  3.813
H  -1.455  -2.900  5.392
H  -2.769  -0.839  4.823
H  -2.347  0.267  2.665
C  -1.658  -6.098  1.376
C  -2.713  -5.204  1.497
C  -2.714  -4.025  0.765
C  -1.650  -3.731  -0.081
C  -0.589  -4.624  -0.196
C  -0.601  -5.810  0.523
As  -1.624  -2.080  -1.093
C  -1.298  -2.666  -2.891
C  -0.103  -3.065  -3.463
C  -0.093  -3.442  -4.800
C  -1.268  -3.410  -5.540
C  -2.461  -2.998  -4.962
C  -2.487  -2.616  -3.628
C  -3.674  -2.126  -2.892
C  -4.946  -1.960  -3.424
C  -5.976  -1.491  -2.622
C  -5.753  -1.181  -1.287
C  -4.484  -1.330  -0.746
C  -3.460  -1.797  -1.550
H  -1.667  -7.025  1.933
H  -3.547  -5.433  2.148
H  -3.555  -3.347  0.843
H  0.241  -4.406  -0.860
H  0.214  -6.515  0.412
H  0.814  -3.079  -2.886
H  0.831  -3.760  -5.266
H  -1.254  -3.705  -6.581
H  -3.364  -2.970  -5.559
H  -5.138  -2.187  -4.465
H  -6.963  -1.359  -3.045
H  -6.563  -0.812  -0.672
H  -4.303  -1.069  0.290
C  -3.297  1.248  -4.674
C  -3.975  1.826  -3.605
C  -3.476  1.758  -2.319
C  -2.254  1.108  -2.028
C  -1.605  0.508  -3.115
C  -2.114  0.585  -4.406
N  -1.781  1.038  -0.716
C  -2.289  2.055  0.124
C  -1.888  3.384  -0.056
C  -2.380  4.395  0.747
C  -3.293  4.110  1.759
C  -3.736  2.808  1.921
C  -3.248  1.799  1.095
H  -3.686  1.313  -5.681
H  -4.917  2.333  -3.772
H  -4.051  2.203  -1.518
H  -0.684  -0.031  -2.970
H  -1.561  0.109  -5.208
H  -1.196  3.608  -0.861
H  -2.053  5.415  0.588
H  -3.675  4.901  2.391
H  -4.487  2.580  2.667
H  -3.661  0.800  1.144
C  2.266  0.190  4.637
C  3.427  0.986  4.049
C  4.292  0.158  3.101
C  3.620  -0.133  1.764
N  3.528  1.058  0.925
C  2.439  1.814  0.692
Se  0.710  1.534  1.377
N  2.781  2.817  -0.131
C  1.916  3.912  -0.573
C  2.332  5.246  0.042
C  2.311  5.262  1.568
C  0.903  5.283  2.153
C  4.120  2.688  -0.474
C  4.934  3.423  -1.329
C  6.239  2.993  -1.467
C  6.721  1.871  -0.779
C  5.910  1.137  0.065
C  4.596  1.570  0.200
H  1.679  0.802  5.323
H  2.633  -0.677  5.192
H  1.585  -0.159  3.857
H  4.055  1.365  4.858
H  3.042  1.867  3.525
H  4.521  -0.805  3.569
H  5.251  0.652  2.923
H  2.607  -0.497  1.908
H  4.169  -0.883  1.194
H  0.901  3.639  -0.290
H  1.965  3.946  -1.663
H  1.645  6.005  -0.343
H  3.325  5.520  -0.319
H  2.861  6.141  1.911
H  2.866  4.398  1.953
H  0.369  6.180  1.832
H  0.932  5.286  3.243
H  0.316  4.416  1.842
H  4.565  4.284  -1.868
H  6.907  3.535  -2.122
H  7.752  1.573  -0.914
H  6.283  0.270  0.593

Values from the calculation:
Calculated total energy = -7581.2152 Eh
Total charge = +1
ΔE to the lowest compared entry with this formula, charge and spin = 4.6 kJ/mol
HOMO energy = -8.642 eV

---

Density functional theory data (wB97M-V/def2-TZVPD) for a structure of composition C22H33FNO2Si2 at a distorted geometry.

CARTESIAN COORDINATES (ANGSTROEM)
C  3.851  -2.574  0.883
Si  2.322  -3.568  0.477
C  2.805  -5.358  0.190
C  0.953  -3.416  1.740
O  1.607  -3.140  -1.020
N  1.365  -1.877  -1.569
O  2.055  -0.898  -0.774
Si  2.921  -0.245  -2.156
C  4.057  1.056  -1.485
C  3.852  -1.700  -2.887
C  1.620  0.459  -3.307
C  -0.025  -1.605  -1.404
C  -0.811  -2.505  -2.290
C  -0.540  -0.696  -0.549
H  4.270  -2.975  1.824
H  4.628  -2.660  0.112
H  3.639  -1.507  1.032
H  3.227  -5.790  1.112
H  1.946  -5.974  -0.108
H  3.557  -5.457  -0.603
H  1.311  -3.751  2.727
H  0.594  -2.382  1.835
H  0.091  -4.043  1.468
H  4.579  1.476  -2.359
H  3.515  1.863  -0.976
H  4.802  0.645  -0.793
H  4.374  -1.345  -3.790
H  4.604  -2.129  -2.212
H  3.167  -2.512  -3.172
H  2.151  0.959  -4.132
H  0.970  -0.310  -3.750
H  0.971  1.210  -2.836
H  -1.862  -2.219  -2.294
H  -0.419  -2.421  -3.312
H  -0.732  -3.540  -1.941
H  -1.618  -0.535  -0.610
H  0.062  -0.160  0.182
F  -6.953  3.780  2.914
C  -5.885  2.937  3.136
C  -6.025  1.946  4.106
C  -4.930  1.089  4.322
C  -3.773  1.209  3.571
C  -3.636  2.211  2.554
C  -2.419  2.214  1.826
C  -1.958  3.035  0.764
C  -0.610  2.821  0.319
C  -0.063  3.528  -0.739
C  -0.828  4.522  -1.379
C  -2.142  4.783  -0.953
C  -2.713  4.040  0.079
C  -4.730  3.119  2.387
H  -6.948  1.849  4.672
H  -5.003  0.317  5.091
H  -2.934  0.532  3.748
H  -1.704  1.462  2.162
H  -0.004  2.073  0.835
H  0.961  3.322  -1.068
H  -0.403  5.093  -2.203
H  -2.731  5.569  -1.439
H  -3.750  4.223  0.345
H  -4.682  3.948  1.694

Values from the calculation:
Calculated total energy = -1741.9195 Eh
Total charge = +1
ΔE to the lowest compared entry with this formula, charge and spin = 27.5 kJ/mol
HOMO energy = -10.876 eV

---

Density functional theory data (wB97M-V/def2-TZVPD) for a structure of composition C23H44Cl3N4O3SSiSn at a distorted geometry.

CARTESIAN COORDINATES (ANGSTROEM)
C  -1.917  1.732  -5.502
C  -0.973  0.810  -4.742
H  -2.342  1.251  -6.370
H  -1.367  2.606  -5.797
H  -2.765  2.092  -4.900
C  0.266  0.363  -5.119
C  0.650  0.407  -6.546
H  0.775  -0.402  -4.540
H  1.216  1.281  -6.980
H  -0.257  0.226  -7.165
H  1.238  -0.516  -6.696
Sn  0.885  0.527  1.931
Cl  -1.505  0.403  2.521
Cl  1.481  2.870  1.709
C  -0.418  -2.227  1.255
O  0.664  -1.580  1.157
N  -0.298  -3.541  1.336
C  1.058  -4.114  1.361
C  -1.480  -4.387  1.452
H  -1.413  -1.797  1.261
H  1.658  -3.689  2.162
H  1.580  -3.936  0.417
H  0.915  -5.167  1.535
H  -2.280  -3.800  1.929
H  -1.196  -5.224  2.097
H  -1.843  -4.775  0.483
H  2.499  1.837  -2.138
H  3.174  -0.299  -3.539
C  3.431  1.504  -1.633
C  3.716  -0.715  -2.683
N  3.391  0.044  -1.488
H  3.460  1.901  -0.608
C  3.227  -0.409  -0.240
O  3.002  0.378  0.719
H  3.511  -1.784  -2.648
H  3.278  -1.469  0.000
H  4.312  1.842  -2.214
H  4.775  -0.639  -2.965
O  -0.565  1.729  -2.920
C  -1.428  0.636  -3.336
C  0.156  -1.002  -2.422
C  -1.176  -0.759  -2.661
H  0.819  -0.146  -2.594
C  0.535  -2.314  -2.140
H  -2.486  1.008  -3.250
C  -2.159  -1.724  -2.440
H  1.582  -2.488  -2.095
C  -0.409  -3.335  -2.114
C  -1.762  -3.016  -2.112
H  -3.211  -1.445  -2.441
H  -0.091  -4.372  -2.044
H  -2.536  -3.749  -1.872
Si  -0.772  3.146  -2.076
Cl  0.234  0.649  -0.207
C  0.894  4.001  -1.857
C  -1.585  3.607  -0.386
C  -1.904  3.937  -3.301
H  1.766  3.628  -2.432
H  1.125  4.176  -0.786
H  0.705  4.976  -2.351
H  -1.360  3.770  -4.245
H  -2.096  4.988  -3.129
H  -2.841  3.374  -3.308
H  -1.947  2.785  0.227
H  -2.488  4.200  -0.556
H  -0.925  4.274  0.204
C  -1.500  -1.416  5.154
N  -0.042  -1.323  5.082
C  0.679  -0.244  4.730
S  2.055  -0.705  3.681
N  0.368  1.005  5.125
C  -0.433  1.262  6.337
H  -1.919  -0.422  5.176
H  -1.748  -1.959  6.059
H  -1.881  -1.949  4.278
H  0.415  -2.209  4.834
H  0.990  1.774  4.822
H  0.108  2.033  6.865
H  -1.408  1.693  6.062
H  -0.535  0.368  6.975

Values from the calculation:
Calculated total energy = -3630.1049 Eh
Total charge = -1
ΔE to the lowest compared entry with this formula, charge and spin = 292.1 kJ/mol
HOMO energy (spin up / spin down) = -0.703 / -0.691 eV

---

Density functional theory data (wB97M-V/def2-TZVPD) for a structure of composition C23H23CdN at a distorted geometry.

CARTESIAN COORDINATES (ANGSTROEM)
C  -1.782  3.074  0.372
C  1.175  3.071  -1.369
C  -1.177  3.775  1.272
H  -2.870  2.715  0.526
C  1.708  2.460  -0.313
H  1.779  3.342  -2.255
H  -1.718  4.270  2.084
H  2.692  2.008  -0.428
C  0.324  3.634  1.539
H  0.556  3.647  2.632
H  0.790  4.528  1.102
C  -1.361  2.527  -0.954
H  -2.198  2.657  -1.681
H  -1.003  1.510  -1.166
C  -0.240  3.554  -1.469
H  -0.374  4.464  -0.841
H  -0.479  3.858  -2.518
C  1.088  2.320  1.007
H  1.892  2.130  1.734
H  0.452  1.436  1.091
Cd  -2.139  -0.942  0.644
H  -1.907  0.451  1.009
C  0.389  -1.000  4.411
C  1.268  -2.011  4.086
C  1.216  -2.613  2.832
C  0.232  -2.191  1.880
C  -0.677  -1.185  2.241
C  -0.588  -0.571  3.481
C  0.195  -2.742  0.472
C  1.071  -3.741  0.000
C  1.117  -4.035  -1.334
C  0.338  -3.280  -2.237
C  0.474  -3.363  -3.660
C  -0.242  -2.507  -4.493
C  -1.164  -1.590  -3.960
C  -1.373  -1.539  -2.588
C  -0.607  -2.330  -1.733
N  -0.703  -2.176  -0.380
H  0.431  -0.529  5.379
H  2.009  -2.357  4.775
H  1.908  -3.402  2.525
H  -1.279  0.237  3.731
H  1.702  -4.243  0.716
H  1.771  -4.811  -1.702
H  1.185  -4.115  -4.085
H  -0.080  -2.562  -5.594
H  -1.700  -0.947  -4.616
H  -2.103  -0.886  -2.166

Values from the calculation:
Calculated total energy = -1112.4891 Eh
ΔE to the lowest compared entry with this formula, charge and spin = 282.6 kJ/mol
HOMO energy = -6.694 eV

---

Density functional theory data (wB97M-V/def2-TZVPD) for a structure of composition C13H22N5O4Pt at a distorted geometry.

CARTESIAN COORDINATES (ANGSTROEM)
Pt  -0.693  0.932  -0.771
N  -2.423  0.463  0.512
C  -2.594  1.555  1.527
C  -1.250  2.089  2.007
N  -0.477  2.622  0.896
C  -0.969  3.898  0.389
C  -1.055  3.920  -1.141
N  -1.669  2.671  -1.660
C  0.957  2.600  1.145
C  1.722  2.728  -0.163
N  1.316  1.667  -1.141
H  -3.305  0.222  0.077
H  -2.049  -0.381  0.938
H  -3.139  1.202  2.400
H  -3.189  2.346  1.070
H  -0.692  1.251  2.428
H  -1.395  2.827  2.805
H  -0.332  4.728  0.715
H  -1.964  4.078  0.799
H  -0.070  3.998  -1.590
H  -1.626  4.801  -1.431
H  -1.604  2.637  -2.670
H  -2.654  2.640  -1.422
H  1.206  1.634  1.583
H  1.263  3.384  1.850
H  2.782  2.645  0.068
H  1.563  3.710  -0.602
H  1.751  0.750  -0.899
H  1.610  1.906  -2.081
O  2.097  -0.831  -0.421
C  1.050  -1.477  -0.366
O  -0.154  -0.971  -0.288
C  1.104  -2.973  -0.352
C  2.342  -3.591  -0.241
C  2.428  -4.973  -0.236
C  1.266  -5.709  -0.348
C  0.023  -5.117  -0.469
C  -0.054  -3.735  -0.469
N  1.356  -7.194  -0.338
O  2.462  -7.687  -0.239
O  0.319  -7.820  -0.434
H  3.229  -2.979  -0.159
H  3.374  -5.488  -0.150
H  -0.854  -5.740  -0.561
H  -1.008  -3.239  -0.567

Values from the calculation:
Calculated total energy = -1202.3450 Eh
Total charge = +1
HOMO energy (spin up / spin down) = -10.962 / -10.963 eV